w.
{"formula": "C2H8NOS", "method": "ωB97M-V/def2-TZVPD", "e_lumo_ev": 4.291, "total_charge": -1, "homo_lumo_gap_ev": 7.06, "symbols": ["C", "S", "H", "H", "H", "N", "C", "O", "H", "H", "H", "H", "H"], "xyz": [[-2.089, 0.761, -1.168], [-1.029, 1.021, 0.294], [-1.605, 0.016, -1.818], [-2.356, 1.657, -1.716], [-2.981, 0.172, -0.920], [1.411, -1.299, 1.486], [1.196, -1.352, 0.049], [1.587, -0.239, -0.668], [0.578, -0.881, 1.898], [2.119, -0.588, 1.651], [0.142, -1.594, -0.142], [1.745, -2.200, -0.363], [0.912, 0.485, -0.664]]}

---

x.
{"formula": "C2H8NOS", "method": "ωB97M-V/def2-TZVPD", "e_lumo_ev": 4.281, "total_charge": -1, "homo_lumo_gap_ev": 7.13, "symbols": ["C", "C", "S", "N", "H", "H", "H", "H", "H", "H", "H", "H", "O"], "xyz": [[-1.428, 0.727, -0.192], [-0.178, 0.303, 0.556], [0.914, -0.798, -0.428], [-2.292, -0.374, -0.634], [-1.117, 1.300, -1.061], [-2.123, 1.305, 0.437], [-0.469, -0.260, 1.452], [0.276, 1.229, 0.938], [-2.702, -0.914, 0.114], [-1.788, -1.027, -1.227], [4.058, -0.065, -0.460], [2.931, -0.680, 0.291], [3.916, -0.747, 0.213]]}

---

Tell me which of them is the most stable. Sure, it is x.

---

w.
{"formula": "C2H8NOS", "method": "ωB97M-V/def2-TZVPD", "e_lumo_ev": 4.234, "total_charge": -1, "homo_lumo_gap_ev": 6.92, "symbols": ["C", "C", "S", "N", "H", "H", "H", "H", "H", "H", "H", "H", "O"], "xyz": [[0.721, -0.626, -1.104], [1.270, 0.674, -0.556], [-0.059, 1.867, -0.140], [-0.220, -1.317, -0.218], [0.237, -0.419, -2.053], [1.550, -1.308, -1.327], [1.891, 0.591, 0.339], [1.910, 1.114, -1.315], [0.322, -1.727, 0.542], [-0.741, -0.557, 0.229], [-2.587, -0.078, 1.583], [-1.956, 1.247, 1.733], [-2.339, 0.539, 2.286]]}

---

x.
{"formula": "C2H8NOS", "method": "ωB97M-V/def2-TZVPD", "e_lumo_ev": 3.242, "total_charge": -1, "homo_lumo_gap_ev": 5.58, "symbols": ["C", "N", "C", "O", "H", "H", "H", "H", "H", "H", "S", "H", "H"], "xyz": [[0.976, 0.078, 1.492], [-0.022, -0.160, 0.447], [-0.955, 1.101, 0.415], [-0.325, 2.252, 0.240], [1.277, 1.131, 1.528], [1.815, -0.620, 1.398], [0.511, -0.142, 2.464], [0.448, -0.001, -0.442], [-1.487, 1.022, 1.395], [-1.636, 0.833, -0.419], [-0.484, -1.273, -2.906], [-0.905, -2.522, -2.643], [0.788, -1.699, -2.968]]}

---

Tell me which of them is the most stable. Sure, it is w.

---

w.
{"formula": "C2H8NOS", "method": "ωB97M-V/def2-TZVPD", "e_lumo_ev": 4.202, "total_charge": -1, "homo_lumo_gap_ev": 6.83, "symbols": ["C", "C", "S", "N", "H", "H", "H", "H", "H", "H", "H", "H", "O"], "xyz": [[-1.279, -0.340, 0.825], [0.168, -0.702, 0.510], [1.270, 0.833, 0.922], [-1.805, 0.957, 0.384], [-1.435, -0.334, 1.901], [-1.930, -1.061, 0.307], [0.384, -0.875, -0.528], [0.603, -1.367, 1.243], [-1.874, 1.035, -0.616], [-1.284, 1.709, 0.812], [1.664, 0.130, -1.790], [3.088, 0.233, -1.728], [2.429, -0.217, -2.242]]}

---

x.
{"formula": "C2H8NOS", "method": "ωB97M-V/def2-TZVPD", "e_lumo_ev": 3.706, "total_charge": -1, "homo_lumo_gap_ev": 6.10, "symbols": ["C", "C", "S", "N", "H", "H", "H", "H", "H", "H", "H", "H", "O"], "xyz": [[-0.345, 1.410, -0.816], [-0.670, 1.611, 0.662], [-0.998, 0.086, 1.683], [-0.839, 0.238, -1.555], [0.770, 1.576, -0.974], [-0.767, 2.384, -1.125], [-1.606, 2.168, 0.625], [0.014, 2.206, 1.278], [-1.785, 0.269, -1.424], [-0.390, -0.642, -1.161], [2.498, -3.544, 0.278], [1.645, -3.687, 1.412], [2.472, -4.076, 1.116]]}

---

Tell me which of them is the most stable. Sure, it is w.

---

w.
{"formula": "C3H10O2", "method": "ωB97M-V/def2-TZVPD", "e_lumo_ev": 0.639, "smiles": "CCO.CO", "homo_lumo_gap_ev": 11.04, "symbols": ["C", "O", "H", "H", "H", "H", "C", "O", "C", "H", "H", "H", "H", "H", "H"], "xyz": [[1.765, -3.638, 1.889], [0.334, -3.515, 2.013], [1.886, -4.695, 2.161], [2.006, -3.642, 0.824], [2.388, -2.935, 2.432], [0.103, -2.806, 1.431], [-0.849, 1.764, -0.963], [0.127, 1.675, -2.066], [-1.322, 3.212, -0.913], [-1.563, 0.992, -1.211], [-0.230, 1.434, -0.121], [-0.421, 1.594, -2.852], [-1.836, 3.422, -1.853], [-1.967, 3.350, -0.034], [-0.421, 3.789, -0.738]]}

---

x.
{"formula": "C3H10O2", "method": "ωB97M-V/def2-TZVPD", "e_lumo_ev": 0.543, "smiles": "CCCO.O", "homo_lumo_gap_ev": 10.81, "symbols": ["C", "O", "C", "C", "H", "H", "H", "H", "H", "H", "H", "H", "H", "H", "O"], "xyz": [[1.529, 0.611, 0.401], [0.680, 1.644, 0.812], [1.288, -0.066, -0.987], [-0.068, 0.120, -1.672], [2.585, 0.905, 0.278], [1.388, -0.150, 1.159], [0.122, 2.033, 0.138], [2.062, 0.261, -1.680], [1.525, -1.143, -0.930], [-0.374, -0.829, -2.129], [-0.755, 0.308, -0.833], [-0.149, 0.868, -2.445], [-3.161, -1.809, 1.927], [-3.116, -1.000, 3.170], [-3.555, -1.752, 2.792]]}

---

Tell me which of them is the most stable. Sure, it is x.

---

w.
{"formula": "C3H10O2", "method": "ωB97M-V/def2-TZVPD", "e_lumo_ev": 0.621, "smiles": "C=CC.O.O", "homo_lumo_gap_ev": 10.16, "symbols": ["C", "C", "C", "H", "H", "H", "H", "H", "H", "H", "H", "O", "H", "H", "O"], "xyz": [[0.892, -1.852, 0.816], [-0.394, -2.149, -0.130], [-1.616, -1.898, 0.460], [1.197, -0.692, 0.710], [0.572, -1.852, 1.830], [1.699, -2.438, 0.646], [-0.176, -2.599, -1.033], [-2.561, -2.103, -0.114], [-1.904, -1.320, 1.359], [0.171, 1.848, 0.794], [-1.064, 2.027, 1.677], [-0.149, 2.086, 1.716], [0.506, 3.231, -3.061], [1.182, 1.744, -3.076], [1.035, 2.608, -2.542]]}

---

x.
{"formula": "C3H10O2", "method": "ωB97M-V/def2-TZVPD", "e_lumo_ev": 0.671, "smiles": "C=CC.O.O", "homo_lumo_gap_ev": 10.59, "symbols": ["C", "C", "C", "H", "H", "H", "H", "H", "H", "H", "H", "O", "H", "H", "O"], "xyz": [[0.651, -1.281, -0.574], [0.019, -1.401, 0.800], [-1.225, -1.736, 0.998], [0.873, -0.212, -0.821], [1.501, -1.875, -0.749], [-0.093, -1.478, -1.258], [0.783, -1.455, 1.591], [-1.577, -2.131, 1.945], [-1.980, -1.584, 0.246], [-0.205, 1.553, 0.879], [0.510, 2.963, 1.131], [0.564, 2.256, 0.664], [0.456, 1.706, -2.124], [0.047, 2.425, -0.928], [-0.323, 2.251, -1.799]]}

---

y.
{"formula": "C3H10O2", "method": "ωB97M-V/def2-TZVPD", "e_lumo_ev": 0.841, "smiles": "CCCO.O", "homo_lumo_gap_ev": 11.28, "symbols": ["C", "O", "C", "C", "H", "H", "H", "H", "H", "H", "H", "H", "H", "H", "O"], "xyz": [[-0.322, -0.194, 0.410], [0.421, -0.991, 1.345], [-0.161, -0.842, -0.971], [-0.531, 0.089, -2.096], [-1.373, -0.001, 0.712], [0.192, 0.788, 0.323], [-0.144, -1.659, 1.767], [0.773, -1.410, -1.017], [-0.791, -1.694, -0.858], [-1.569, 0.043, -2.411], [-0.507, 1.166, -1.751], [0.232, -0.065, -2.841], [0.793, 0.992, 2.192], [1.542, 2.330, 2.431], [1.445, 1.448, 2.766]]}

---

Tell me which of them is the most stable. Sure, it is y.

---

w.
{"formula": "CH3F2OPS", "method": "ωB97M-V/def2-TZVPD", "e_lumo_ev": 0.619, "smiles": "COP(F)(F)=S", "homo_lumo_gap_ev": 10.66, "symbols": ["C", "O", "F", "F", "P", "S", "H", "H", "H"], "xyz": [[-1.252, 0.490, 0.357], [-0.113, 0.507, -0.516], [1.933, 0.021, 0.831], [0.598, -1.835, 0.041], [1.200, -0.297, -0.521], [2.413, -0.373, -2.030], [-2.119, 0.080, -0.110], [-1.550, 1.402, 0.646], [-1.111, 0.003, 1.302]]}

---

x.
{"formula": "CH3F2OPS", "method": "ωB97M-V/def2-TZVPD", "e_lumo_ev": [-2.685, -2.686], "homo_lumo_gap_ev": [6.18, 6.18], "symbols": ["C", "O", "F", "F", "P", "S", "H", "H", "H"], "xyz": [[0.085, -1.161, -1.291], [0.664, -0.432, -0.360], [-0.022, -1.845, 1.658], [0.063, 3.157, -0.239], [0.660, -0.334, 1.384], [-0.750, 1.008, 1.783], [-0.752, -1.847, -1.067], [0.363, -1.208, -2.372], [-0.311, 2.662, 0.504]]}

---

Tell me which of them is the most stable. Sure, it is w.

---

w.
{"formula": "C14H11BrNO7Ru", "method": "ωB97M-V/def2-TZVPD", "spin_multiplicity": 2, "e_lumo_ev": [-0.942, -1.078], "s_squared": 0.754, "homo_lumo_gap_ev": [8.44, 8.23], "symbols": ["Ru", "O", "C", "O", "C", "C", "C", "C", "C", "O", "C", "C", "O", "O", "H", "H", "H", "H", "H", "H", "H", "H", "Br", "C", "C", "C", "C", "C", "N", "C", "O", "O", "H", "H", "H"], "xyz": [[0.189, 0.204, -0.076], [-0.332, -2.713, 2.532], [-0.582, -1.762, 1.841], [0.087, -1.542, 0.704], [-1.718, -0.803, 2.184], [-2.541, -0.436, 0.947], [-3.876, 0.190, 1.338], [-3.438, 1.593, 1.833], [-1.926, 1.528, 1.654], [-1.808, 0.719, 0.445], [-1.281, 0.618, 2.702], [0.229, 0.847, 2.779], [0.794, 0.935, 3.842], [0.851, 0.987, 1.624], [-2.319, -1.312, 2.933], [-2.576, -1.193, 0.168], [-4.381, -0.398, 2.103], [-4.531, 0.262, 0.473], [-3.706, 1.785, 2.871], [-3.866, 2.381, 1.217], [-1.418, 2.475, 1.493], [-1.682, 0.804, 3.695], [3.212, -0.965, 1.609], [3.150, -0.746, -0.246], [4.296, -1.057, -0.975], [4.274, -0.948, -2.348], [3.100, -0.554, -2.976], [2.008, -0.269, -2.193], [2.033, -0.331, -0.844], [0.681, 0.094, -2.828], [0.589, 0.205, -4.023], [-0.310, 0.246, -1.975], [5.176, -1.385, -0.443], [5.158, -1.183, -2.925], [2.998, -0.474, -4.048]]}

---

x.
{"formula": "C14H11BrNO7Ru", "method": "ωB97M-V/def2-TZVPD", "spin_multiplicity": 2, "e_lumo_ev": [-0.979, -0.962], "s_squared": 0.753, "homo_lumo_gap_ev": [8.37, 8.32], "symbols": ["Ru", "O", "C", "O", "C", "C", "C", "C", "C", "O", "C", "C", "O", "O", "H", "H", "H", "H", "H", "H", "H", "H", "Br", "C", "C", "C", "C", "C", "N", "C", "O", "O", "H", "H", "H"], "xyz": [[0.535, -0.179, -0.337], [-2.670, 2.055, 0.139], [-1.683, 1.440, 0.441], [-0.632, 1.354, -0.378], [-1.509, 0.806, 1.817], [-0.090, 1.021, 2.354], [-0.025, 0.751, 3.853], [-0.133, -0.795, 3.904], [-0.252, -1.147, 2.426], [0.612, -0.140, 1.809], [-1.631, -0.757, 1.883], [-1.927, -1.445, 0.554], [-3.010, -1.905, 0.299], [-0.889, -1.543, -0.261], [-2.255, 1.266, 2.462], [0.413, 1.918, 2.005], [-0.831, 1.257, 4.381], [0.922, 1.095, 4.263], [-0.997, -1.148, 4.464], [0.760, -1.241, 4.336], [0.104, -2.130, 2.133], [-2.422, -1.040, 2.573], [-2.089, -0.294, -2.830], [-0.292, -0.155, -3.325], [0.012, -0.087, -4.681], [1.328, 0.042, -5.072], [2.318, 0.123, -4.101], [1.942, 0.054, -2.782], [0.659, -0.108, -2.393], [2.970, 0.202, -1.677], [4.134, 0.340, -1.950], [2.476, 0.175, -0.456], [-0.792, -0.133, -5.399], [1.579, 0.095, -6.122], [3.365, 0.250, -4.331]]}

---

Tell me which of them is the most stable. Sure, it is w.

---

w.
{"formula": "C37H25Br3Cl7N4OTi", "method": "ωB97M-V/def2-TZVPD", "spin_multiplicity": 3, "e_lumo_ev": [-3.402, -3.592], "s_squared": 2.017, "total_charge": 1, "homo_lumo_gap_ev": [5.43, 6.88], "symbols": ["Ti", "Br", "C", "C", "C", "N", "C", "C", "C", "C", "C", "Br", "C", "C", "N", "H", "H", "H", "H", "H", "H", "Cl", "C", "C", "C", "Cl", "C", "Cl", "C", "Cl", "C", "Cl", "Br", "C", "C", "C", "C", "C", "C", "N", "C", "C", "C", "C", "C", "C", "N", "H", "H", "H", "H", "H", "H", "H", "H", "H", "C", "C", "O", "C", "C", "C", "C", "C", "C", "H", "H", "H", "H", "H", "H", "H", "H", "Cl", "C", "Cl", "H", "H"], "xyz": [[-0.089, -0.436, 0.397], [-4.013, 4.815, 2.484], [-2.960, 3.368, 1.928], [-3.545, 2.269, 1.322], [-2.720, 1.227, 0.953], [-1.397, 1.233, 1.138], [-0.835, 2.313, 1.702], [-1.590, 3.398, 2.115], [0.636, 2.253, 1.785], [1.412, 3.212, 2.411], [2.787, 3.064, 2.403], [3.872, 4.333, 3.254], [3.357, 1.971, 1.769], [2.508, 1.060, 1.174], [1.178, 1.186, 1.178], [-4.611, 2.215, 1.161], [-3.129, 0.338, 0.493], [-1.129, 4.264, 2.568], [0.964, 4.059, 2.910], [4.427, 1.827, 1.750], [2.900, 0.181, 0.679], [-2.517, -0.435, 3.585], [-2.516, -1.758, 2.438], [-1.789, -1.704, 1.239], [-1.985, -2.819, 0.431], [-1.174, -2.806, -1.119], [-2.760, -3.929, 0.740], [-2.894, -5.251, -0.349], [-3.421, -3.949, 1.960], [-4.372, -5.304, 2.405], [-3.306, -2.851, 2.810], [-4.145, -2.872, 4.310], [2.450, -1.114, 7.483], [2.064, -1.313, 5.647], [1.065, -0.549, 5.066], [0.794, -0.703, 3.718], [1.491, -1.613, 2.935], [2.516, -2.350, 3.531], [2.792, -2.211, 4.882], [1.200, -1.663, 1.552], [1.783, -2.595, 0.804], [1.917, -2.329, -0.579], [2.567, -3.191, -1.481], [2.779, -2.773, -2.767], [2.338, -1.495, -3.158], [1.652, -0.728, -2.255], [1.408, -1.125, -0.987], [0.499, 0.153, 5.663], [0.012, -0.115, 3.262], [3.129, -3.025, 2.950], [3.584, -2.790, 5.335], [2.217, -3.497, 1.219], [2.904, -4.159, -1.138], [3.289, -3.414, -3.473], [2.507, -1.121, -4.158], [1.261, 0.238, -2.539], [-1.855, 2.519, -2.080], [-1.406, 1.121, -2.399], [-0.993, 0.364, -1.520], [-1.488, 0.650, -3.797], [-1.286, -0.704, -4.066], [-1.335, -1.173, -5.366], [-1.585, -0.289, -6.410], [-1.797, 1.059, -6.151], [-1.756, 1.527, -4.849], [-1.642, 2.760, -1.044], [-2.927, 2.607, -2.269], [-1.348, 3.236, -2.723], [-1.100, -1.379, -3.243], [-1.185, -2.225, -5.568], [-1.623, -0.653, -7.428], [-1.996, 1.744, -6.964], [-1.920, 2.579, -4.664], [1.883, 2.309, -4.431], [2.518, 3.118, -2.997], [1.355, 3.070, -1.652], [2.706, 4.157, -3.239], [3.420, 2.610, -2.679]]}

---

x.
{"formula": "C37H25Br3Cl7N4OTi", "method": "ωB97M-V/def2-TZVPD", "spin_multiplicity": 3, "e_lumo_ev": [-3.383, -3.442], "s_squared": 2.014, "total_charge": 1, "homo_lumo_gap_ev": [5.47, 7.58], "symbols": ["Ti", "Br", "C", "C", "C", "N", "C", "C", "C", "C", "C", "Br", "C", "C", "N", "H", "H", "H", "H", "H", "H", "Cl", "C", "C", "C", "Cl", "C", "Cl", "C", "Cl", "C", "Cl", "Br", "C", "C", "C", "C", "C", "C", "N", "C", "C", "C", "C", "C", "C", "N", "H", "H", "H", "H", "H", "H", "H", "H", "H", "C", "C", "O", "C", "C", "C", "C", "C", "C", "H", "H", "H", "H", "H", "H", "H", "H", "Cl", "C", "Cl", "H", "H"], "xyz": [[0.297, -0.092, -0.611], [5.359, 0.994, -5.074], [3.884, 0.698, -3.960], [3.293, -0.551, -3.897], [2.240, -0.721, -3.019], [1.769, 0.255, -2.240], [2.333, 1.471, -2.327], [3.391, 1.729, -3.179], [1.751, 2.508, -1.436], [2.129, 3.838, -1.492], [1.574, 4.722, -0.582], [2.079, 6.525, -0.607], [0.650, 4.266, 0.343], [0.301, 2.930, 0.301], [0.837, 2.065, -0.563], [3.648, -1.373, -4.501], [1.760, -1.684, -2.923], [3.853, 2.704, -3.219], [2.845, 4.189, -2.219], [0.200, 4.930, 1.066], [-0.432, 2.532, 0.989], [-1.060, 0.868, -3.432], [-2.211, 1.081, -2.123], [-1.775, 0.808, -0.830], [-2.709, 1.105, 0.159], [-2.245, 0.921, 1.834], [-3.998, 1.570, -0.101], [-5.099, 1.899, 1.178], [-4.395, 1.770, -1.421], [-5.981, 2.320, -1.779], [-3.485, 1.536, -2.448], [-3.939, 1.810, -4.084], [7.337, 2.103, -0.954], [5.734, 1.266, -0.407], [5.467, -0.032, -0.818], [4.264, -0.620, -0.461], [3.325, 0.080, 0.293], [3.632, 1.359, 0.738], [4.836, 1.957, 0.389], [2.038, -0.490, 0.536], [1.979, -1.405, 1.500], [0.718, -2.000, 1.714], [0.475, -3.058, 2.608], [-0.773, -3.612, 2.667], [-1.787, -3.103, 1.830], [-1.490, -2.066, 0.988], [-0.266, -1.499, 0.909], [6.187, -0.571, -1.419], [4.034, -1.626, -0.790], [2.918, 1.900, 1.347], [5.069, 2.956, 0.730], [2.857, -1.694, 2.066], [1.284, -3.419, 3.230], [-0.982, -4.429, 3.344], [-2.789, -3.507, 1.855], [-2.249, -1.642, 0.340], [-2.116, -2.711, -2.756], [-0.786, -2.782, -2.078], [-0.217, -1.739, -1.751], [-0.151, -4.075, -1.779], [1.024, -4.094, -1.023], [1.621, -5.297, -0.697], [1.050, -6.490, -1.128], [-0.117, -6.480, -1.880], [-0.720, -5.277, -2.203], [-2.417, -1.672, -2.862], [-2.858, -3.256, -2.169], [-2.071, -3.180, -3.741], [1.450, -3.159, -0.679], [2.525, -5.310, -0.104], [1.517, -7.432, -0.873], [-0.557, -7.410, -2.212], [-1.632, -5.278, -2.785], [-0.874, -0.573, 4.766], [-0.071, 0.997, 4.822], [1.032, 1.234, 3.449], [0.517, 1.049, 5.729], [-0.824, 1.774, 4.785]]}

---

Tell me which of them is the most stable. Sure, it is x.